(1)
Entry from the OMol25 dataset: a molecular structure, C5H6OS in a non-equilibrium geometry (ωB97M-V/def2-TZVPD).

Properties
Lowest unoccupied orbital energy: 0.29 eV
Total charge: 0
2S+1: 1

```
13
Properties=species:S:1:pos:R:3:forces:R:3:nbo_charge:R:1
C 0.85166 1.86773 -0.51590 -1.0 -3.0 0.0 -0.437
C 0.05264 -0.63896 -1.02255 0.5 1.5 0.5 0.182
C 0.28915 1.04354 0.44350 -0.3 1.5 1.6 0.132
C -0.41357 -1.97338 -1.41682 1.2 -1.4 1.0 -0.679
C 0.07998 1.46983 1.89908 -0.1 0.1 -1.9 -0.653
O -0.18074 -0.27457 0.21425 0.7 0.8 -0.2 -0.404
S 0.75826 0.67396 -1.83103 0.1 -0.3 -0.6 0.447
H -1.13634 -2.31853 -0.68804 -0.3 0.1 0.2 0.246
H 0.37416 -2.80053 -1.41029 -0.7 1.4 -0.3 0.249
H -0.88974 -1.87280 -2.34459 -0.5 -0.4 -1.5 0.243
H 1.04664 1.69335 2.24629 1.3 0.1 0.9 0.228
H -0.38240 0.71872 2.48990 -0.4 -0.6 0.5 0.216
H -0.44969 2.41164 1.93620 -0.4 0.1 0.0 0.230
```
Positions in Å, forces in eV/Å.

---

(2)
Entry from the OMol25 dataset: a single C3H5NO2S molecule (ωB97M-V/def2-TZVPD).

Properties
Lowest unoccupied orbital energy: 0.49 eV
Total charge: 0
2S+1: 1
Structure (SMILES): C=NOCC(O)=S

```
12
Properties=species:S:1:pos:R:3:forces:R:3:nbo_charge:R:1
C 2.55495 0.09537 0.00906 0.0 0.2 -0.2 -0.128
N 1.50869 -0.62843 0.00096 1.0 0.1 0.0 -0.110
O 0.36735 0.14088 -0.00362 -0.4 0.2 0.0 -0.439
C -0.79625 -0.69891 -0.00134 0.3 0.7 0.1 -0.163
C -2.01797 0.20551 0.00119 -0.2 -0.4 -0.1 0.213
O -1.76740 1.50755 -0.00152 0.0 0.0 0.0 -0.632
S -3.51884 -0.41214 0.00081 0.3 0.1 0.0 -0.066
H 3.53409 -0.39935 -0.02230 -0.6 0.1 0.1 0.203
H 2.51376 1.20158 -0.00573 -0.1 -0.6 0.1 0.178
H -0.79794 -1.31494 0.88238 -0.1 -0.2 0.4 0.221
H -0.77654 -1.33764 -0.86913 -0.2 -0.2 -0.4 0.222
H -0.80390 1.64053 0.00923 0.0 0.0 0.0 0.501
```
Positions in Å, forces in eV/Å.

---

(3)
Entry from the OMol25 dataset: a molecular structure, C23H29FN2O4RuSb2 (ωB97M-V/def2-TZVPD).

Properties
Lowest unoccupied orbital energy: -7.05 eV
Total charge: +2
2S+1: 1

```
62
Properties=species:S:1:pos:R:3:forces:R:3:nbo_charge:R:1
Ru 1.15549 -0.64840 1.62293 0.3 -0.5 0.3 0.193
C 0.93755 -1.25169 3.70969 -0.1 0.2 0.1 -0.211
C 2.28583 -0.78663 3.53032 0.1 0.2 0.2 -0.159
C 2.95108 -1.64386 2.64259 0.1 0.0 -0.1 -0.212
C 2.02469 -2.63700 2.23571 0.0 0.0 -0.1 -0.191
C 0.78165 -2.40206 2.91764 -0.2 -0.1 -0.2 -0.213
H 0.20185 -0.82745 4.37410 0.0 0.0 0.0 0.279
H 2.69983 0.09966 3.98606 0.0 0.0 0.0 0.284
H 3.96926 -1.54858 2.29900 0.0 0.0 0.0 0.283
H 2.25581 -3.48576 1.61505 0.0 0.0 0.0 0.272
H -0.09710 -3.02672 2.87914 0.0 0.0 0.0 0.273
C 1.72970 -3.85506 -0.89873 0.1 0.1 0.1 -0.978
Sb 0.54019 -2.15407 -0.47945 -0.2 0.0 0.0 1.467
C 0.71007 -1.12166 -2.30990 -0.1 0.0 0.0 -0.960
C -1.37458 -3.11451 -0.33193 0.0 0.0 -0.1 -0.735
C -2.55906 -2.39159 -0.91388 0.0 0.1 0.2 -0.081
C -2.93881 -2.64935 -2.22685 0.0 0.0 0.0 -0.191
C -4.05611 -2.04183 -2.78128 0.0 0.0 0.0 -0.185
C -4.81827 -1.17691 -2.01095 0.0 0.0 0.0 -0.178
C -4.44760 -0.91118 -0.70022 0.0 0.0 0.0 -0.194
C -3.32089 -1.49968 -0.13689 0.2 -0.1 -0.1 -0.053
C -2.90457 -1.10641 1.25530 0.0 0.0 -0.1 -0.743
Sb -1.25016 0.26736 1.16896 -0.3 0.0 -0.1 1.467
C -1.67906 1.69449 2.65865 0.1 0.1 -0.1 -0.954
C -1.58763 1.14300 -0.72733 0.0 0.0 0.0 -0.970
H 2.77663 -3.57872 -1.00889 0.0 0.0 0.0 0.260
H 1.35896 -4.24940 -1.84493 0.0 0.0 0.0 0.264
H 1.61742 -4.62325 -0.13652 0.0 0.0 0.0 0.248
H 0.18079 -1.69659 -3.06872 0.0 0.0 0.0 0.263
H 1.76957 -1.06962 -2.55375 0.0 0.0 0.0 0.264
H 0.29571 -0.12153 -2.24752 0.0 0.0 0.0 0.253
H -1.51268 -3.33886 0.72602 0.0 0.0 0.0 0.240
H -1.20811 -4.06344 -0.84407 0.0 0.0 0.0 0.262
H -2.36883 -3.35815 -2.81789 0.0 0.0 0.0 0.219
H -4.34010 -2.25983 -3.80167 0.0 0.0 0.0 0.241
H -5.70314 -0.71341 -2.42537 0.0 0.0 0.0 0.242
H -5.04905 -0.23540 -0.10312 0.0 0.0 0.0 0.224
H -2.65906 -1.94895 1.90173 0.0 0.0 0.0 0.241
H -3.69648 -0.54172 1.74840 0.0 0.0 0.0 0.261
H -2.75934 1.78959 2.74672 0.0 0.0 0.0 0.255
H -1.23182 2.63780 2.35338 0.0 0.0 0.0 0.277
H -1.24911 1.37239 3.60368 0.0 0.0 0.0 0.245
H -2.26197 1.98621 -0.59166 0.0 0.0 0.0 0.269
H -2.04761 0.39250 -1.36877 0.0 0.0 0.0 0.253
H -0.65429 1.50927 -1.13727 0.0 0.0 0.0 0.249
F 4.14623 4.80078 -3.28260 0.0 0.0 0.0 -0.268
C 3.19101 4.45634 -2.43581 0.0 0.0 0.0 0.271
C 3.46907 3.86560 -1.27597 0.0 0.0 0.1 -0.040
N 2.45084 3.49749 -0.39865 0.0 0.0 0.0 -0.409
C 2.71390 2.92899 0.90346 0.0 0.0 0.0 -0.305
C 2.02163 1.59924 1.07155 0.0 0.1 0.0 0.811
O 2.16386 0.63170 0.27427 0.1 -0.1 -0.2 -0.604
O 1.30259 1.36161 2.09477 0.0 0.1 0.1 -0.588
C 1.12568 3.73101 -0.67386 0.0 -0.1 0.0 0.793
O 0.25618 3.36275 0.10779 0.0 0.0 0.0 -0.679
N 0.87541 4.34754 -1.86266 0.0 0.0 0.0 -0.625
C 1.81133 4.75372 -2.83918 0.0 0.1 0.0 0.596
O 1.46419 5.27658 -3.85715 0.0 0.0 0.0 -0.493
H 4.48349 3.65219 -0.97153 0.0 0.0 0.0 0.244
H 2.36037 3.57990 1.70297 0.0 0.0 0.0 0.256
H 3.78849 2.77826 1.00546 0.0 0.0 0.0 0.256
H -0.09095 4.56331 -2.07035 0.0 0.0 0.0 0.444
```
Positions in Å, forces in eV/Å.

---

(4)
Entry from the OMol25 dataset: 2 unconnected molecules or ions with the total composition C7H12N2O2S2 in a non-equilibrium geometry (ωB97M-V/def2-TZVPD).

Properties
Lowest unoccupied orbital energy (spin up / spin down): -1.01 / -1.06 eV
Total charge: 0
2S+1: 1

```
25
Properties=species:S:1:pos:R:3:forces:R:3:nbo_charge:R:1
C 1.62066 1.72870 -0.14833 -0.8 -2.2 -0.2 -0.406
C 0.31886 1.25520 -0.37480 2.2 1.9 1.0 0.089
C 1.22995 -0.62661 0.32311 1.6 -0.9 -0.2 0.061
C 1.60056 -3.95869 1.88278 0.8 -1.1 0.0 -0.812
C -1.25088 2.67610 0.74103 0.1 0.4 2.4 -0.615
C -1.97803 1.37761 -1.20279 0.7 1.2 -1.2 -0.636
C -0.89597 2.19165 -0.58102 2.0 0.2 -1.6 0.217
N 0.14231 -0.09616 -0.02041 0.3 0.8 -0.7 -0.574
N -0.24963 -3.65385 -0.07052 -0.4 -0.4 -0.4 -1.066
O 2.19977 -3.86099 -0.73985 -0.5 0.4 1.4 -0.910
O -0.56065 3.39668 -1.42581 -2.0 -0.3 4.4 -0.712
S 2.72565 0.41499 0.27637 -2.6 -0.4 0.0 0.318
S 1.32987 -3.39070 0.36475 0.6 0.7 -1.0 1.670
H 2.09338 2.68124 -0.07979 -0.4 0.8 -0.5 0.246
H 2.57951 -4.31978 2.24683 -0.5 0.5 -0.8 0.251
H 0.85527 -3.83193 2.63762 -0.6 0.2 0.0 0.237
H -1.56558 1.81618 1.38275 0.4 0.7 -0.3 0.220
H -0.39642 3.22445 1.18304 -0.4 -0.5 0.0 0.221
H -2.06668 3.36685 0.71806 -0.7 0.5 -0.2 0.219
H -1.90672 1.59622 -2.28454 -0.4 -0.6 0.4 0.217
H -2.87444 1.77085 -0.78957 -1.2 -0.3 0.0 0.213
H -1.69847 0.38243 -0.93953 -0.9 -0.9 -0.2 0.239
H -0.82001 -2.78663 -0.12817 0.7 -1.0 -0.4 0.431
H -0.30304 -4.38279 -0.84657 0.0 1.6 1.4 0.427
H -0.12929 3.02900 -2.12464 2.0 -1.3 -3.4 0.456
```
Positions in Å, forces in eV/Å.